# 1
72
Properties=species:S:1:pos:R:3 method="wB97M-V/def2-TZVPD" e_above_lowest_ev=0.7535 largest_force_ha_per_bohr=0.0362 charge=+1 e_homo_ha=-0.3278
Mg -1.21069 1.22736 -1.68320
C -2.20251 1.31821 -4.53237
C -1.50507 2.68717 -4.35365
O -0.55492 2.54062 -3.24566
C -0.04099 3.76420 -2.61924
C -1.02755 4.16984 -1.51815
O -0.91961 3.06244 -0.53775
C -1.96444 3.11931 0.50339
C -3.34688 2.76061 -0.02821
O -3.09152 1.52763 -0.81147
C -4.18059 1.19055 -1.68741
C -3.74018 0.33241 -2.89367
O -2.40732 0.72419 -3.23349
H -1.55279 0.55876 -5.01202
H -3.15075 1.34241 -5.11350
H -2.28691 3.42361 -4.08825
H -0.96605 2.98051 -5.25849
H 0.07311 4.56913 -3.37548
H 0.95231 3.49534 -2.20246
H -2.03145 4.16931 -1.95045
H -0.73976 5.09352 -0.98518
H -1.91839 4.13097 0.94512
H -1.63543 2.38289 1.26394
H -3.76119 3.53620 -0.73053
H -4.12087 2.59939 0.74278
H -4.60222 2.19351 -2.03780
H -4.98716 0.66345 -1.15517
H -4.43579 0.48363 -3.71838
H -3.71710 -0.75916 -2.64220
C 0.64101 -6.59298 0.88206
C 0.71719 -5.17480 0.40634
C -0.43373 -4.37239 0.33649
C -0.41140 -3.16354 -0.33498
C -1.70448 -2.38742 -0.45023
C 0.83928 -2.64539 -0.78987
Te 0.94933 -0.66887 -1.70549
C 2.01007 -3.44017 -0.66407
C 3.35868 -3.00656 -1.22527
C 1.95453 -4.67725 -0.04794
H -0.35413 -7.04712 0.70441
H 0.90780 -6.62102 1.94202
H 1.39742 -7.20973 0.39753
H -1.39269 -4.68344 0.78905
H -2.60951 -2.99270 -0.24814
H -1.74878 -1.90875 -1.40594
H -1.70927 -1.59783 0.34735
H 3.44265 -3.09634 -2.33078
H 4.13992 -3.61777 -0.79971
H 3.53041 -1.92641 -1.08846
H 2.81980 -5.31377 0.16615
C 1.92962 1.66020 5.06775
C 2.38767 2.53069 3.86579
Sb 1.85461 1.68816 1.92371
C 0.23372 0.26255 2.28103
C 0.75828 -0.95979 3.05881
C 3.58004 0.50773 1.33009
C 4.32255 -0.18013 2.44537
H 1.90165 2.22552 5.99693
H 2.52460 0.73160 5.15147
H 0.90092 1.31041 4.94732
H 3.45551 2.62634 3.76583
H 1.88897 3.49508 3.87559
H -0.08743 -0.00212 1.25199
H -0.54659 0.83008 2.82637
H 1.59918 -1.34001 2.52779
H -0.04572 -1.71199 3.09045
H 1.00478 -0.74742 4.10927
H 4.25326 1.23192 0.80827
H 3.15451 -0.18664 0.59152
H 4.58813 0.46448 3.31883
H 5.27307 -0.52275 2.01456
H 3.79728 -1.05766 2.82966

---

# 2
107
Properties=species:S:1:pos:R:3 method="wB97M-V/def2-TZVPD" largest_force_ha_per_bohr=0.1697 charge=+1 e_homo_ha=-0.3887
C -1.47682 -2.07792 2.89332
C -1.28861 -0.52690 2.37972
N -1.11024 0.68371 3.27399
N -0.93657 1.87178 2.53287
C -0.98491 1.56632 1.04877
N -1.20833 0.05769 0.98624
C -1.28309 -0.72419 -0.34210
C 0.26155 -0.84293 -0.87941
C 0.41921 -1.20344 -2.47108
C 1.98406 -1.76402 -2.65614
S 2.79193 -1.21263 -4.25355
C 3.72397 0.40105 -4.06437
N 3.26419 1.58891 -4.88216
N 4.04492 2.72518 -4.67380
C 5.08066 2.21967 -3.67104
O 4.88927 0.79428 -3.25699
H -0.45192 -2.44117 3.37912
H -2.31701 -2.12507 3.73803
H -1.73933 -2.78928 1.98306
H -1.09367 0.58132 4.32739
H -0.86004 2.24313 0.10093
H -2.04012 -0.25735 -1.10509
H -1.68452 -1.81474 -0.09162
H 0.82208 -1.62541 -0.18020
H 0.81076 0.19805 -0.70840
H -0.36164 -1.96927 -2.88912
H 0.34524 -0.18540 -3.08784
H 2.57746 -1.38963 -1.69331
H 1.91077 -2.93369 -2.58291
H 5.89273 2.99631 -3.30452
C 2.63476 2.95388 2.68094
C 3.64724 2.33085 3.63824
O 4.30681 1.32078 2.87831
S 4.37857 1.79310 1.31876
O 5.67995 2.37828 1.08397
O 3.82907 0.74017 0.49670
O 3.28756 3.00084 1.41332
H 1.74528 2.32320 2.58282
H 2.33522 3.95795 2.99300
H 3.17315 1.89977 4.52321
H 4.39872 3.06431 3.94911
C 0.83873 -6.89672 1.95409
C -0.50806 -6.84049 2.67013
O -1.09817 -5.60942 2.25903
S -0.62132 -5.27607 0.73525
O -1.66114 -5.71444 -0.16904
O -0.06811 -3.94199 0.71112
O 0.60467 -6.34795 0.65823
H 1.58062 -6.27062 2.46020
H 1.22053 -7.91791 1.87244
H -0.40355 -6.87398 3.75721
H -1.16288 -7.65486 2.34248
C 5.98242 -8.23437 3.49709
C 5.16616 -9.44630 3.05588
O 4.06500 -9.50369 3.95971
S 3.66970 -7.98672 4.41023
O 2.56614 -7.54463 3.58692
O 3.64726 -7.92986 5.85337
O 5.02483 -7.24971 3.88264
H 6.59837 -8.47090 4.37071
H 6.62051 -7.85247 2.69567
H 5.74365 -10.37310 3.09231
H 4.76697 -9.30601 2.04578
C -6.42168 -0.12210 -1.81262
C -5.40920 -0.74513 -0.85531
O -4.74963 -1.75520 -1.61525
S -4.67786 -1.28288 -3.17480
O -3.37649 -0.69770 -3.40959
O -5.22737 -2.33581 -3.99686
O -5.76888 -0.07514 -3.08023
H -7.31116 -0.75278 -1.91073
H -6.72122 0.88197 -1.50056
H -5.88329 -1.17621 0.02966
H -4.65772 -0.01167 -0.54445
C -2.04532 3.99830 6.02133
C -1.55686 5.44292 6.08606
O -0.21790 5.36283 6.56935
S 0.45323 3.97264 6.04267
O 1.23076 4.26687 4.85946
O 0.99006 3.26433 7.18131
O -0.92445 3.23654 5.57571
H -2.33183 3.63431 7.01329
H -2.88635 3.87733 5.33336
H -2.16925 6.06044 6.74744
H -1.52945 5.89470 5.08883
C 4.19245 4.46129 -8.22494
C 2.84566 4.51752 -7.50890
O 2.25555 5.74860 -7.92000
S 2.73240 6.08195 -9.44379
O 1.69258 5.64358 -10.34807
O 3.28562 7.41603 -9.46791
O 3.95839 5.01007 -9.52081
H 4.93434 5.08740 -7.71884
H 4.57425 3.44010 -8.30659
H 2.95017 4.48404 -6.42183
H 2.19084 3.70316 -7.83655
C -7.58303 5.39232 -1.69660
C -7.64094 4.14552 -2.57514
O -6.34306 3.56276 -2.48202
S -5.73129 3.86570 -1.00067
O -5.96800 2.70660 -0.16905
O -4.42798 4.46798 -1.15897
O -6.79069 5.02687 -0.56795
H -7.07994 6.21579 -2.21366
H -8.57624 5.71785 -1.37590
H -7.88512 4.37909 -3.61417
H -8.36472 3.42200 -2.18528